# 1
This record from the Open Molecules 2025 dataset describes an isolated molecule of C20H25NO6 at a distorted geometry. The level of theory is the ωB97M-V functional and the def2-TZVPD basis.

## Properties
Energy above the lowest of the compared OMol25 structures with the same formula, charge and spin ... 152.1 kJ/mol
Highest occupied orbital energy ... -0.307 hartree
E ... -34918.613 eV
Kohn-Sham gap ... 9.08 eV

CARTESIAN COORDINATES (ANGSTROEM)
C1 3.28923 3.19216 -0.81780
O1 2.98937 2.61617 0.44071
C2 2.65644 1.27882 0.42032
C3 1.40066 0.92393 0.88122
C4 1.01380 -0.40859 0.90984
C5 -0.36550 -0.77354 1.38883
N1 -1.37644 -0.17294 0.53231
C6 -1.43189 -0.62540 -0.83780
C7 -2.61351 -1.58265 -1.13185
C8 -2.61837 -2.86442 -0.28565
C9 -3.56761 -2.50990 0.85676
C10 -4.56811 -1.60418 0.14236
O2 -3.85144 -0.93602 -0.88239
C11 -2.23185 0.72069 1.09285
O3 -2.26574 0.89863 2.30404
C12 -3.14941 1.49310 0.23679
C13 -4.32830 2.06714 0.64280
C14 -4.84447 2.74931 -0.47819
C15 -3.93823 2.55810 -1.47616
O4 -2.91299 1.80717 -1.05547
C16 1.88796 -1.36810 0.44064
C17 3.16981 -1.04116 -0.00985
O5 3.89152 -2.11532 -0.42335
C18 5.18628 -1.97075 -0.96487
C19 3.57399 0.29933 0.00234
O6 4.85136 0.67024 -0.39877
C20 5.65790 1.19763 0.63985
H1 2.40702 3.17641 -1.46676
H2 3.56974 4.22372 -0.61219
H3 4.11232 2.67996 -1.32122
H4 0.73193 1.69970 1.21886
H5 -0.53791 -0.37117 2.39167
H6 -0.47961 -1.86028 1.41918
H7 -1.51787 0.22716 -1.51231
H8 -0.49667 -1.14317 -1.06037
H9 -2.56249 -1.81673 -2.20507
H10 -3.03402 -3.68612 -0.87128
H11 -1.62256 -3.14718 0.04438
H12 -3.05031 -1.95571 1.63909
H13 -4.04571 -3.38179 1.29738
H14 -5.37441 -2.19523 -0.31497
H15 -5.00984 -0.84882 0.79636
H16 -4.75525 1.99719 1.62187
H17 -5.75729 3.30600 -0.53296
H18 -3.90893 2.89977 -2.49244
H19 1.61884 -2.41335 0.43049
H20 5.20069 -1.26358 -1.79601
H21 5.45532 -2.96478 -1.32269
H22 5.90894 -1.65476 -0.20844
H23 5.84986 0.43835 1.40663
H24 6.59660 1.48667 0.16984
H25 5.19715 2.06831 1.11149

Cartesian forces (eV/Å) of the 6 atoms listed first:
0.03 0.15 -0.32
0.05 -0.47 0.27
-0.25 0.05 0.02
0.22 0.13 -0.04
0.22 -0.14 -0.14
0.07 0.13 0.29


# 2
This record from the Open Molecules 2025 dataset describes a structure of composition C19H33As2NPRu. The level of theory is the ωB97M-V functional and the def2-TZVPD basis.

## Properties
Highest occupied orbital energy ... -0.647 hartree
E ... -155248.812 eV
Charge ... +3
Kohn-Sham gap ... 4.80 eV

CARTESIAN COORDINATES (ANGSTROEM)
Ru1 -0.30296 -0.04715 -0.61986
C1 -0.92852 0.62368 2.96681
As1 0.30205 -0.11056 1.67432
C2 0.87560 -1.77532 2.46682
C3 1.87154 1.00628 1.63261
C4 2.25324 1.81382 2.69726
C5 3.44783 2.52041 2.62751
C6 4.25958 2.41349 1.50681
C7 3.87919 1.61270 0.43654
C8 2.68261 0.90951 0.49122
As2 2.06444 -0.23649 -0.94124
C9 3.30773 -1.71807 -0.93863
C10 2.51565 0.65986 -2.60154
H1 -1.83061 0.01344 2.98559
H2 -1.18421 1.65338 2.72511
H3 -0.46839 0.59007 3.95400
H4 1.18536 -1.58849 3.49424
H5 1.72414 -2.16703 1.90937
H6 0.06181 -2.49846 2.46320
H7 1.64025 1.89538 3.58667
H8 3.75109 3.14845 3.45445
H9 5.19522 2.95494 1.46604
H10 4.52845 1.54395 -0.42811
H11 4.29673 -1.28312 -1.08410
H12 3.10356 -2.40640 -1.75461
H13 3.29471 -2.24501 0.01261
H14 3.48903 1.13878 -2.50476
H15 1.77470 1.41708 -2.85402
H16 2.56374 -0.07729 -3.40163
C11 -1.59669 -2.41900 -2.39823
P1 -0.80090 -2.21673 -0.77763
C12 -1.99708 -2.83163 0.46651
C13 0.48104 -3.48916 -0.77818
H17 -1.83299 -3.47407 -2.55653
H18 -0.93261 -2.10097 -3.20334
H19 -2.52324 -1.84791 -2.45863
H20 -1.61638 -3.74358 0.92616
H21 -2.95020 -3.08674 0.00162
H22 -2.17270 -2.09376 1.24911
H23 -0.00471 -4.46351 -0.85898
H24 1.05145 -3.46133 0.14944
H25 1.15492 -3.37657 -1.62455
C14 -0.87868 3.21013 -0.77887
C15 -2.16033 2.55998 -0.96394
C16 -3.44239 3.26059 -1.27469
C17 -4.37180 2.31613 -1.27558
C18 -3.65683 1.03291 -0.92501
C19 -4.34563 -0.20924 -0.70257
N1 -2.33100 1.22988 -0.79650
H26 -0.76122 4.09623 -1.40525
H27 -0.02040 2.53810 -0.85829
H28 -0.90799 3.59430 0.26034
H29 -3.52255 4.32259 -1.45559
H30 -5.43556 2.37976 -1.45578
H31 -5.10022 -0.02047 0.08227
H32 -3.70232 -1.03671 -0.43193
H33 -4.97654 -0.43107 -1.57804

Cartesian forces (eV/Å) of the 6 atoms listed first:
-0.34 0.07 0.08
0.02 -0.01 0.01
0.05 0.11 -0.24
-0.04 -0.02 -0.03
0.07 -0.03 0.03
0.03 0.02 0.01


# 3
This record from the Open Molecules 2025 dataset describes a cluster of 4 separate species, C2H12O3S2 in total at a distorted geometry. The level of theory is the ωB97M-V functional and the def2-TZVPD basis.

## Properties
Energy above the lowest of the compared OMol25 structures with the same formula, charge and spin ... 180.9 kJ/mol
Highest occupied orbital energy ... -0.310 hartree
E ... -30080.354 eV
Kohn-Sham gap ... 8.78 eV

CARTESIAN COORDINATES (ANGSTROEM)
C1 2.39922 -1.02593 -1.28229
C2 2.20109 0.58143 -1.47635
S1 0.49868 1.24456 -0.93394
S2 -0.60386 1.67469 -2.53237
H1 2.42393 -1.07220 -0.18803
H2 3.37843 -1.28549 -1.78052
H3 1.42767 -1.56170 -1.54045
H4 2.42390 1.07073 -2.38757
H5 2.91650 0.99730 -0.78794
H6 -1.47816 0.76910 -2.22797
O1 -2.03848 1.78153 1.29654
H7 -2.87897 2.05050 1.07709
H8 -1.97673 1.11881 0.62520
O2 -1.33779 -1.14180 3.18292
H9 -0.48392 -0.86592 3.49029
H10 -1.81395 -0.30946 3.04329
O3 -1.27088 -1.19703 0.73013
H11 -1.67602 -1.69839 1.46133
H12 -2.11068 -1.13076 0.23066

Cartesian forces (eV/Å) of the 6 atoms listed first:
-1.30 2.23 -0.44
-1.14 -1.74 1.14
2.37 -0.24 1.42
0.31 0.89 -1.11
0.49 -0.51 -0.24
-1.37 -0.30 0.58


# 4
This record from the Open Molecules 2025 dataset describes a structure of composition C9H21BrFeIO2P2 at a distorted geometry. The level of theory is the ωB97M-V functional and the def2-TZVPD basis.

## Properties
Energy above the lowest of the compared OMol25 structures with the same formula, charge and spin ... 88.8 kJ/mol
Highest occupied orbital energy (spin up / spin down) ... -0.602 / -0.611 hartree
Spin multiplicity ... 6
E ... -144858.627 eV
Charge ... +2
Kohn-Sham gap (spin up / spin down) ... 7.07 / 5.33 eV

CARTESIAN COORDINATES (ANGSTROEM)
C1 1.60089 0.83753 -1.29201
C2 2.10944 -0.18437 -0.32692
H1 2.40552 1.58201 -1.38825
H2 0.67979 1.42592 -0.96692
H3 1.39375 0.39815 -2.27848
O1 3.28276 -0.52961 -0.23845
I1 -2.52408 1.57437 -0.99022
Fe1 -0.65122 0.33205 -0.12969
P1 -0.72249 -1.61754 -1.47932
C3 -0.32496 -3.25928 -0.78192
C4 -2.46197 -1.88582 -1.99001
H4 -2.48556 -2.63268 -2.79483
H5 -0.14806 -2.59666 -3.61014
H6 -2.89020 -0.94048 -2.34531
H7 -0.11429 -0.80674 -3.69415
H8 -1.08297 -3.51879 -0.03471
H9 -3.04127 -2.24136 -1.13000
C5 0.15701 -1.67946 -3.08561
H10 -0.32518 -4.00057 -1.59175
H11 1.24265 -1.69143 -2.93625
H12 0.65226 -3.23502 -0.28695
P2 0.04585 1.62592 1.66383
C6 0.68262 0.89653 3.20745
C7 1.29489 2.92004 1.28670
H13 -1.92964 3.02748 1.43946
H14 -1.01216 3.38252 2.95260
H15 -2.05396 1.91295 2.83566
C8 -1.38509 2.58941 2.28712
H16 0.92554 3.56413 0.47604
H17 1.44692 3.52020 2.19619
H18 1.05860 1.70433 3.85039
H19 1.47775 0.17442 2.98777
H20 2.24504 2.46295 0.98031
H21 -0.13634 0.36523 3.70570
C9 1.08016 -0.83590 0.61740
O2 1.29650 -1.67255 1.44282
Br1 -1.78849 -0.96787 1.44248

Cartesian forces (eV/Å) of the 6 atoms listed first:
-0.11 0.84 -0.31
4.04 -0.22 -0.73
-0.33 -0.12 -0.20
1.24 -0.30 -0.48
0.23 0.16 0.30
-3.64 0.77 -0.01


# 5
This record from the Open Molecules 2025 dataset describes a cluster of 2 separate species, C6H12N2 in total at a distorted geometry. The level of theory is the ωB97M-V functional and the def2-TZVPD basis.

## Properties
Energy above the lowest of the compared OMol25 structures with the same formula, charge and spin ... 59.5 kJ/mol
Highest occupied orbital energy ... -0.312 hartree
E ... -9396.233 eV
Kohn-Sham gap ... 9.38 eV

CARTESIAN COORDINATES (ANGSTROEM)
C1 -0.76605 0.38138 1.45852
C2 -0.85083 1.03291 0.15629
C3 -1.70215 0.73769 -0.89642
N1 -1.20540 1.47225 -1.94492
C4 -0.15789 2.21395 -1.49805
N2 0.05692 1.95867 -0.21402
H1 -1.47450 -0.46854 1.50505
H2 -1.28508 0.94355 2.24916
H3 0.17668 -0.03680 1.79071
H4 -2.60199 0.16273 -1.00150
H5 -1.51899 1.31400 -2.88425
H6 0.37963 2.90474 -2.11699
C5 1.32992 -2.93545 1.53318
C6 2.54838 -3.18039 0.63935
H7 0.73387 -2.16189 1.06440
H8 0.82614 -3.89184 1.66747
H9 1.64493 -2.69787 2.54822
H10 2.54244 -4.16431 0.16386
H11 2.80668 -2.41888 -0.09449
H12 3.49368 -3.26304 1.19726

Cartesian forces (eV/Å) of the 6 atoms listed first:
-2.42 -1.15 1.73
-0.51 -0.57 -0.81
1.03 0.36 0.41
-0.39 0.12 -0.08
-0.37 -0.71 0.86
0.70 0.80 -1.19